A cluster of 11 separate species, C31H87N5O11 in total in a non-equilibrium geometry. Source: the Open Molecules 2025 dataset; level of theory: ωB97M-V/def2-TZVPD.

Its SMILES is CC1(C)CCCC(C)(C)N1O.COC[C@H](C)N.COC[C@H](C)N.COC[C@H](C)N.COC[C@H](C)N.CO.CO.CO.CO.CO.CO. As for the gap between HOMO and LUMO: 0.30639 Eh. The HOMO energy is -8.19 eV. Its LUMO energy is 0.1 eV.

Geometry as ORCA input:
```
! RIJCOSX wB97M-V def2-TZVPD def2/J DEFGRID3
* xyz 0 1
C 4.119 0.586 -4.131
H -3.398 3.021 -5.515
C 3.114 4.777 2.839
O 7.280 0.816 2.103
H 3.806 4.563 -2.151
O 5.290 5.166 -0.921
H -4.423 0.129 -5.805
C -6.520 -3.024 0.004
H 2.862 1.110 7.719
O 2.597 0.377 0.844
H -4.723 2.544 -6.362
H 2.328 -4.788 -1.464
H -3.659 -0.606 3.718
N 4.357 3.418 5.812
C 3.158 2.141 7.518
H -2.989 0.919 -0.881
H 4.320 3.669 4.818
H -6.726 -1.964 -1.894
H 0.608 -4.299 -1.851
H 7.914 1.437 -1.979
H 2.397 4.116 3.346
H -3.077 1.049 2.041
H -4.636 -5.239 2.860
C -3.727 -3.213 0.951
O 6.119 0.942 -2.991
H -4.361 1.343 0.116
H 1.382 -1.334 1.503
C -0.292 0.536 -0.062
H 2.819 -0.886 -0.754
H -1.788 0.325 -5.351
H -3.200 -5.654 2.014
H -3.121 1.934 -6.932
H -6.122 -0.867 0.281
H 2.992 5.757 3.298
H -0.405 1.146 -0.958
H -4.123 3.116 -0.974
H 1.912 2.075 5.256
H -0.056 1.160 0.806
C 2.388 -0.596 4.156
H 7.265 -0.142 2.097
H 2.256 0.743 -1.137
C -4.553 -4.487 0.705
O 1.119 -4.294 0.155
H 4.514 3.640 2.248
H 3.266 4.784 -0.518
H -4.683 -6.142 -0.757
H -0.117 -1.175 1.385
H 6.175 2.002 3.406
H 4.315 2.173 -5.609
H 3.233 1.696 4.025
H 3.949 0.519 -6.253
C -5.711 -1.847 0.549
C -3.750 2.141 -6.065
H 3.654 6.268 -1.423
H -2.696 -3.336 0.606
H -8.250 -3.056 1.414
C -4.098 -5.234 -0.596
H -1.300 -1.903 -4.273
H -4.239 -4.703 -1.540
H 3.796 1.587 1.884
C -2.839 1.041 3.110
H 1.824 -1.493 4.410
O 4.434 4.251 2.988
H -5.047 0.331 -3.656
H 5.534 0.889 -5.813
H 0.993 -3.325 0.200
H 7.250 2.670 -3.052
C -4.227 -1.981 0.195
H -7.137 -3.728 -1.933
C 1.284 -4.807 -1.154
H -3.533 1.571 3.764
H -4.063 -2.007 -0.883
C -8.004 -2.835 0.375
H 5.826 5.594 -1.590
N 2.652 0.806 -4.085
O -2.924 -0.779 -3.924
H 3.865 4.170 6.280
C 0.727 -0.595 -0.254
H 2.271 0.509 -4.975
H -4.740 0.461 -1.356
H -3.680 -3.047 2.027
H 2.200 0.193 -3.411
H 3.325 -0.863 3.657
C 2.149 -0.083 -0.427
C 3.911 5.218 -1.281
H -2.273 1.154 -3.830
H 4.655 1.385 6.178
C -4.049 1.177 -0.920
H 4.744 2.435 -3.240
H 0.874 -5.818 -1.119
H 6.720 0.518 4.107
N 0.642 -1.589 0.841
H 4.701 0.661 0.608
C 2.868 1.575 5.048
O 2.668 0.193 5.286
H 6.468 2.340 -1.522
H 2.829 4.796 1.785
H 7.919 1.726 3.851
H 4.193 1.062 -2.113
H -1.246 0.080 0.218
H -5.462 -3.171 -1.920
H -8.352 -1.885 -0.028
H 2.293 2.790 7.347
H 3.696 2.525 8.380
H 1.746 -0.009 3.485
H -5.808 -1.759 1.638
H -8.635 -3.581 -0.122
C 7.015 1.307 3.406
O -4.078 2.427 -1.640
H -3.629 -1.122 0.516
C -6.461 -2.962 -1.548
H -1.147 -0.790 -2.826
N -5.985 -4.222 0.627
H -1.859 1.518 3.157
H 0.447 -0.981 -1.242
C 3.829 2.104 6.117
C 4.765 1.373 -2.991
H -2.132 -2.330 -2.828
H -6.894 -5.410 -0.531
H 4.444 -0.456 -4.056
H -4.415 1.684 -3.329
H -4.636 -6.418 1.461
C -4.269 -5.471 1.862
C 6.988 1.863 -2.358
H 3.673 1.972 0.151
H -3.039 -5.487 -0.521
C 3.769 1.159 0.885
C -3.923 0.903 -5.223
C -1.794 -1.462 -3.395
O -2.757 -0.289 3.616
C 4.506 1.106 -5.517
C -2.575 0.433 -4.597
N -4.852 1.212 -4.131
O -6.795 -5.361 0.434
*
```

Atomic partial charges in e from the Löwdin method, atoms 1 to 6: atom 1 (C): -0.4202, atom 2 (H): 0.0792, atom 3 (C): -0.1313, atom 4 (O): -0.1236, atom 5 (H): 0.0685, atom 6 (O): -0.1357